1.
35
Properties=species:S:1:pos:R:3:mulliken_charge:R:1 method="wB97M-V/def2-TZVPD" total_charge=+1 lumo_ev=-2.6 orbital_gap_ha=0.3488
N -0.20087 0.90474 0.05306 -0.0602
C -1.58322 0.49179 0.68283 0.5434
C -2.41764 -0.02753 -0.47510 -1.3265
S -2.76658 1.15543 -1.82327 -0.2096
C -1.30912 -0.57316 1.75994 -1.2707
N -0.21346 -1.49007 1.31144 0.1035
C 0.74441 -1.67907 2.40158 -1.0763
C -0.75780 -2.75720 0.84340 -1.1560
H -0.08641 0.53642 -0.89787 0.2919
H 0.11638 1.86495 -0.17180 0.4351
H 0.52740 0.45765 0.61063 0.2084
H -1.99308 1.46088 0.99215 0.4069
H -2.07698 -0.91076 -1.07026 0.4019
H -3.29489 -0.59831 -0.14428 0.5353
H -3.34339 2.18526 -1.13920 0.1608
H -2.21290 -1.14324 1.98741 0.5754
H -1.17020 -0.07819 2.73729 0.4121
H 0.45435 -2.58471 2.98495 0.3956
H 1.03357 -0.81171 3.00418 0.3201
H 1.68407 -2.07611 1.95863 0.2881
H -1.12545 -3.50859 1.53216 0.3723
H 0.05656 -3.16925 0.24835 0.3876
H -1.60114 -2.54256 0.18053 0.2993
H 1.71141 3.34689 -1.27901 0.2842
H 0.54706 3.03821 -2.26277 0.3142
O 0.82656 2.98142 -1.33998 -0.6274
H -0.64279 1.57551 -3.93074 0.2948
H 0.87532 1.18476 -4.05073 0.2800
O 0.17074 1.45036 -3.43224 -0.5772
H 3.06769 0.23835 -1.88834 0.3002
H 3.73291 -1.03463 -1.47548 0.2795
O 3.02116 -0.43836 -1.20617 -0.6158
H 2.95147 1.18112 1.75054 0.3153
H 2.94706 0.42778 0.49566 0.3196
O 2.32778 0.94194 1.05249 -0.6055

=====

2.
36
Properties=species:S:1:pos:R:3:mulliken_charge:R:1 method="wB97M-V/def2-TZVPD" total_charge=-1 lumo_ev=3.4 orbital_gap_ha=0.3274
N 1.11735 -0.93600 2.93790 -0.7357
C -0.13051 -1.59863 2.60636 -0.6176
C -1.29620 -0.61543 2.27998 -0.5590
N -1.94144 -0.97189 1.02089 -0.5144
C -1.96693 1.00503 -0.52728 -1.7052
C -1.32323 -0.33229 -0.15758 1.6904
C -1.38484 -1.39352 -1.26812 -0.7085
O -0.27497 -1.32785 -2.15420 -0.5935
H 1.53248 -0.61435 2.07406 0.2935
H 0.99989 -0.14183 3.55438 0.2972
H -0.51818 -2.16037 3.43875 0.3779
H -0.00692 -2.25390 1.76162 0.2626
H -0.91433 0.39966 2.14592 0.3121
H -1.98212 -0.56757 3.11725 0.4720
H -2.93403 -0.78198 1.02522 0.2842
H -2.61560 0.96266 -1.39779 0.3063
H -2.64177 1.30531 0.29130 0.5500
H -1.27898 1.84101 -0.53959 0.2806
H -0.28685 -0.13574 0.09333 -0.6145
H -2.20775 -1.29359 -1.97062 0.2844
H -1.37549 -2.36054 -0.77532 0.3197
H 1.67898 0.91913 -2.79640 0.3524
H 0.60617 -1.14519 -1.71306 0.3662
O 1.31545 1.67554 -2.33514 -0.7970
H -0.03888 1.56628 -3.22720 0.4994
H -0.56141 0.21385 -3.47229 0.3695
O -0.62467 1.12148 -3.86436 -0.7922
H 2.27164 -1.93152 -0.00389 0.3008
H 1.84395 -0.36811 -0.17930 0.2729
O 1.91932 -1.28931 -0.64234 -0.7451
H 1.11977 3.29137 1.92522 0.2596
H 1.63734 1.86602 1.57425 0.3684
O 1.44819 2.49816 2.34084 -0.7186
H 2.56798 1.53048 0.12482 0.2145
H 1.34152 1.33409 -1.36471 0.4704
O 1.74380 1.04195 0.26262 -1.1034

=====

3.
36
Properties=species:S:1:pos:R:3:mulliken_charge:R:1 method="wB97M-V/def2-TZVPD" total_charge=+1 lumo_ev=-2.4 orbital_gap_ha=0.4031
O 0.18188 -1.85799 -0.10680 -0.6926
C 0.95597 -0.91743 0.05700 0.0931
N 2.20006 -1.04829 0.49970 -0.1442
C 3.41521 -0.36118 -0.12333 -0.7654
C 0.39182 0.46768 -0.25248 0.2940
N -1.05955 0.25584 0.15182 -0.0958
C -2.02711 1.44468 -0.15540 -0.8985
C 0.33532 0.70262 -1.79971 -0.8895
H 2.32585 -1.92322 1.09521 0.3509
H 3.15466 0.66171 -0.41537 0.2985
H 3.80837 -1.05338 -0.87638 0.3110
H 4.27802 -0.33945 0.57863 0.3010
H 0.72913 1.38268 0.28716 0.2943
H -0.85284 0.17016 1.19730 0.3322
H -1.45645 -0.58229 -0.39511 0.4474
H -1.60424 2.22128 -0.78068 0.3477
H -2.27399 1.95160 0.83612 0.3470
H -2.96486 1.07105 -0.58865 0.3308
H 1.29675 0.82831 -2.40448 0.3187
H -0.24051 -0.14791 -2.38886 -0.0058
H -0.30117 1.50392 -1.97068 0.4041
H 0.16016 -0.66834 3.52775 0.3131
H 0.53991 0.77328 3.76559 0.3281
O -0.16240 0.17938 3.29307 -0.6065
H 1.49447 3.99481 1.35694 0.2898
H 0.02056 3.94621 1.60147 0.3033
O 0.79575 3.37416 1.49135 -0.6034
H -2.07375 -0.77152 -3.09076 0.2022
H -3.16717 0.07449 -2.62171 0.2551
O -2.29570 -0.19016 -2.35515 -0.4629
H -1.13051 -2.50899 3.50962 0.2722
H -0.68218 -2.57426 1.94162 0.2542
O -0.74954 -2.18928 2.74270 -0.5570
H -0.78977 -2.81783 -1.76958 0.3293
H -0.81497 -2.26614 -3.24053 0.3564
O -1.43717 -2.78622 -2.59741 -0.6527

=====

4.
37
Properties=species:S:1:pos:R:3:mulliken_charge:R:1 method="wB97M-V/def2-TZVPD" spin_multiplicity=2 total_charge=+2 lumo_ev="-7.4 / -11.4" orbital_gap_ha="0.3097 / 0.1607"
O -3.53680 -1.59872 -0.10751 -0.3876
C -2.61528 -2.15917 0.45830 -0.4879
C -1.33449 -1.34123 0.51124 0.3061
C -1.67990 -0.13107 1.40131 -0.8850
C -0.24710 0.43874 1.92006 0.3637
C 0.52040 1.30372 1.23845 -0.6441
N 2.02302 1.44257 1.25978 -0.0757
N 0.17980 -0.30295 3.01812 -0.1717
H -2.80024 -3.10789 0.75824 0.5458
H -0.49038 -1.87100 0.96241 0.4075
H -0.96272 -1.02499 -0.51747 -0.0805
H -2.22281 0.77468 0.89379 0.2650
H -2.43088 -0.40406 2.19087 0.5040
H 0.15229 2.01148 0.55036 0.6033
H 2.44129 0.58106 1.34368 0.3720
H 2.23331 1.84138 0.26915 0.3124
H 2.26840 2.04186 1.95710 0.3483
H -0.57116 -0.92875 3.34565 0.3647
H 1.18621 -0.66538 3.24101 0.3115
H 1.16422 0.81870 -2.09678 0.4280
H 1.56525 0.70879 -3.63825 0.3782
O 1.72001 0.24717 -2.71909 -0.8273
H 0.34397 -1.25476 -3.50842 0.3468
H -0.89784 -2.00439 -4.09537 0.3112
O -0.62645 -1.16394 -3.67860 -0.6395
H -1.51130 -0.16992 -2.21021 0.3086
H -2.88957 0.54129 -2.33323 0.2633
O -2.12390 0.55872 -1.82847 -0.5328
H -0.36286 2.24242 -2.87063 0.2865
H -0.79137 1.96670 -1.53250 0.2726
O -0.02518 2.03822 -2.02706 -0.6219
H 4.18930 1.67844 -1.72549 0.3115
H 2.81911 1.01003 -1.83508 0.4803
O 3.33308 1.72169 -1.34667 -0.7172
H 2.77056 -2.43114 4.09509 0.3292
H 2.41992 -1.16542 4.95585 0.3506
O 2.39621 -1.53220 4.04225 -0.6998

=====

5.
38
Properties=species:S:1:pos:R:3:mulliken_charge:R:1 method="wB97M-V/def2-TZVPD" smiles="CC(C)CNC(N)=O.O.O.O.O.O.O" lumo_ev=0.2 orbital_gap_ha=0.3741
C 2.57811 2.42165 0.03852 -1.4329
C 1.34704 2.01933 -0.77971 0.6056
C 0.17011 1.53294 0.14727 -0.4910
C 1.75649 0.77650 -1.60215 -0.7042
N 0.56923 0.15312 -2.20901 -0.0420
C 0.15595 -1.09331 -1.82582 0.2630
N -0.81529 -1.84899 -2.64264 -0.6324
O 0.65772 -1.59689 -0.83858 -0.6243
H 2.52790 3.37903 0.54512 0.4075
H 3.48129 2.14829 -0.51335 0.3483
H 2.61842 1.80386 0.93642 0.3191
H 0.86346 2.87712 -1.25270 0.3390
H 0.46151 0.56997 0.59451 0.2909
H -0.87091 1.40852 -0.17893 -0.3617
H 0.21833 2.24570 1.00571 0.3963
H 2.43107 1.06332 -2.40452 0.3855
H 2.12954 -0.02399 -0.93843 0.0975
H 0.03576 0.58484 -2.95827 0.2612
H -1.65278 -2.07280 -2.07122 0.3026
H -0.51561 -2.78218 -2.88884 0.3366
O -3.10016 1.28881 -1.05172 -0.6322
H -2.39390 0.62688 -0.99158 0.2229
H -3.40635 1.01983 -1.94151 0.3439
O 0.08767 -3.18793 1.56372 -0.6914
H -0.02937 -2.34875 2.02561 0.3301
H 0.14476 -2.93082 0.63114 0.4187
O -3.41118 -1.57476 -0.41728 -0.5667
H -4.01866 -1.67971 0.32103 0.2480
H -3.91264 -1.10368 -1.08890 0.3171
O 2.56455 -1.90557 1.64768 -0.6897
H 2.32217 -2.84301 1.60976 0.3508
H 2.37117 -1.70663 0.71869 0.3099
O -2.44427 1.27591 2.54819 -0.5993
H -1.96104 0.45668 2.69144 0.2908
H -3.39748 1.11536 2.58900 0.2865
O 0.47992 -0.18123 2.99022 -0.5735
H 0.65524 0.71028 3.30012 0.2672
H 1.30223 -0.59767 2.69099 0.3025

=====

6.
39
Properties=species:S:1:pos:R:3:mulliken_charge:R:1 method="wB97M-V/def2-TZVPD" smiles="NC(=O)[C@@H]1CCCN1.O.O.O.O.O.O.O" lumo_ev=0.4 orbital_gap_ha=0.3631
N -2.45771 2.40979 -0.75775 -0.3474
C -1.15077 1.89221 -0.68784 0.2553
O -0.30335 2.66812 -0.15744 -0.8041
C -0.84614 0.40561 -1.05806 0.2193
C -1.35489 -0.10046 -2.44682 -0.3512
C -2.12684 -1.36137 -2.16316 -0.6971
C -2.37345 -1.36985 -0.61749 -0.5285
N -1.56275 -0.37189 0.02489 -0.0843
H -3.17288 1.85903 -1.17966 0.1737
H -2.70081 3.25628 -0.26799 0.2562
H 0.16179 0.35526 -0.98695 0.2841
H -0.44651 -0.38049 -3.03438 0.1539
H -1.97746 0.73899 -2.99168 0.2661
H -3.10814 -1.46340 -2.74851 0.2716
H -1.70454 -2.33268 -2.44702 0.3198
H -3.37497 -1.08735 -0.33743 0.2617
H -1.93448 -2.33004 -0.08266 0.2437
H -0.83728 -0.78601 0.61416 0.1166
O 1.98436 2.00921 0.98546 -0.7547
H 1.00907 2.10107 0.74891 0.4586
H 2.23933 2.88376 0.63219 0.2832
O 0.79873 -1.84861 2.49633 -0.7207
H 1.12618 -2.31855 3.30691 0.2701
H 1.04978 -0.90526 2.76371 0.4065
O 2.25072 0.22719 3.10763 -0.6514
H 1.96604 0.75872 3.79515 0.2977
H 2.39305 0.80017 2.33621 0.3627
O 3.99654 0.19881 0.13960 -0.6742
H 3.26486 0.85030 0.22011 0.3359
H 3.57262 -0.66535 0.23577 0.3448
O 2.33122 0.53722 -2.71359 -0.6103
H 3.00648 0.33368 -2.03895 0.3457
H 2.41004 -0.05579 -3.42741 0.2898
O 2.16967 -2.55765 0.33595 -0.6276
H 1.50342 -2.39058 1.05399 0.3871
H 1.97582 -3.43534 0.09676 0.2857
O -2.47147 0.57042 2.76290 -0.6845
H -3.29529 0.08676 2.54020 0.2974
H -2.01002 0.81808 1.94797 0.3489

=====

So what do the calculations give for ΔE to the lowest compared entry with this formula, charge and spin? Going down the list: 0.756, 0.657, 4.138, 2.084, 1.518, 1.420 eV.